The following is a DFT calculation (the ωB97M-V functional and the def2-TZVPD basis) of a 2-piece molecular cluster, C39H39N2O3 overall in a non-equilibrium geometry.

ORCA input file:
```
! RIJCOSX wB97M-V def2-TZVPD def2/J DEFGRID3
* xyz 1 1
C 0.100 -1.373 -4.080
H 1.935 -0.467 -6.388
C -0.658 1.127 3.817
C -0.363 -3.671 -0.283
H 4.038 -1.013 3.809
C -0.256 5.778 -2.716
C 0.417 0.774 4.615
H 2.966 0.132 -0.283
H -0.221 -2.419 -4.053
H -5.642 0.351 4.253
H 0.041 -0.991 -5.104
H -5.623 3.892 1.756
H 1.710 -6.948 1.041
H 4.342 -1.071 -7.032
C -7.247 2.105 5.026
H -0.590 -0.787 -3.457
C 0.283 -0.050 1.946
H -7.585 1.081 4.792
H -2.452 5.928 -2.639
C 1.443 -2.632 -1.513
N 1.462 -1.195 -3.600
H -2.825 1.797 -0.162
C 1.984 -1.623 -2.410
O -6.804 2.771 3.813
H -8.081 2.722 5.374
H -1.467 1.714 4.250
H 2.951 -2.373 4.265
C -3.179 1.535 2.204
H -6.434 2.079 5.776
N 3.061 -0.837 -2.154
H -3.449 3.242 0.914
C -1.826 1.333 1.587
C -0.723 0.815 2.433
H 1.592 3.327 -1.227
H 4.003 -1.610 5.480
C -3.849 0.702 3.125
C 5.106 -0.522 -5.090
H 2.301 -5.782 -0.638
H -0.511 -1.727 -1.228
C 1.413 -0.099 4.113
H 6.143 -0.651 -5.390
C -5.733 2.237 3.173
H 3.705 -1.485 -0.243
C -0.876 1.978 -0.881
H 0.173 -7.893 1.070
H 1.870 5.359 -2.659
H 0.972 -7.469 -0.488
C -1.552 5.360 -2.347
H -1.355 -3.617 0.155
C 4.798 -0.085 -3.797
H -0.134 6.759 -3.187
O 2.378 -0.491 4.996
H 0.011 1.336 -0.939
C 3.486 -0.252 -3.361
O -0.111 -5.950 0.531
C -0.564 3.419 -1.247
C 0.407 -4.854 -0.101
H 5.524 0.333 -3.110
C -5.128 1.016 3.561
C 0.750 -7.139 0.537
H -1.600 1.784 -1.671
H 4.607 -0.104 -0.958
C -5.143 2.997 2.141
H 3.329 -3.712 -1.411
H 0.223 -0.419 0.919
C 2.468 -0.491 -4.289
H -2.686 3.844 -1.298
C 4.083 -0.752 -6.021
C -3.908 2.621 1.682
C -1.686 4.196 -1.581
C 1.712 -4.869 -0.636
C -1.808 1.714 0.251
C 2.741 -0.551 -5.658
C 3.619 -0.568 -0.839
H 0.517 1.134 5.640
C 0.721 3.884 -1.560
H -3.367 -0.193 3.512
C 0.877 5.039 -2.330
C 0.114 -2.605 -1.032
C 1.319 -0.521 2.758
C 2.266 -3.725 -1.173
C 3.396 -1.429 4.594
H 2.079 -1.204 2.354
*
```

## Properties
Kohn-Sham gap (eV): 6.26
E_tot (a.u.): -1844.41368
Strongest force on any atom (Eh/bohr): 0.0559

=====

The following is a DFT calculation (the ωB97M-V functional and the def2-TZVPD basis) of C39H40BINO6Zr as an isolated structure.

ORCA input file:
```
! RIJCOSX wB97M-V def2-TZVPD def2/J DEFGRID3
* xyz 1 1
B 1.388 -0.257 0.243
H -1.976 -3.397 0.535
H -3.084 0.854 3.519
H 1.955 -3.080 0.916
H 4.865 -4.793 -2.053
H 3.696 -6.194 -4.541
C 4.938 -4.399 -3.068
C 0.928 -1.850 -1.308
O -0.056 2.398 1.662
H 4.417 -4.005 -5.697
C 3.173 -2.457 -1.912
C -3.055 3.042 -3.884
H -2.988 3.794 -4.659
C 0.602 -2.216 2.376
H -2.361 7.954 2.543
I -3.271 -0.459 -0.586
H -3.134 -0.540 4.589
C -1.088 -3.588 1.134
C -3.184 1.113 -1.932
O 0.313 -0.979 -0.414
C 0.407 1.011 4.392
H -3.373 3.812 3.062
H -0.283 -3.823 0.440
C 0.378 3.278 -2.513
H 2.617 0.199 3.703
C 2.425 -0.815 3.374
C -1.973 1.849 -2.027
C 2.965 -5.585 -4.010
H -0.714 -2.838 -2.286
C 2.639 -3.383 -2.818
C -1.734 -1.586 2.549
C -1.043 6.511 1.681
C -3.191 -1.968 2.449
C -2.157 6.903 2.396
C -2.713 4.583 2.693
H -0.419 1.678 4.616
H 0.181 4.928 0.913
H 2.536 -3.158 2.570
H -1.283 -4.485 1.727
H 4.185 -2.463 -4.867
C -1.567 4.232 1.985
C -4.206 2.336 -3.711
C 0.290 2.360 -1.436
H 0.838 -4.209 -3.640
H 2.787 -1.486 4.158
H 5.521 -5.105 -3.659
H 5.510 -3.471 -3.031
H -3.848 -1.103 2.471
C -2.997 5.924 2.909
C 1.643 -3.219 1.956
H 2.692 -6.109 -3.093
C -0.705 5.192 1.468
H -5.172 0.738 -2.615
C -0.734 -2.425 2.022
H -2.077 0.797 4.965
H 2.084 -5.526 -4.647
H 0.855 0.705 5.339
C -1.262 2.815 1.746
N -0.155 7.560 1.114
C -1.375 -0.499 3.379
H -5.067 2.523 -4.338
Zr -0.700 0.528 0.790
O 2.587 -0.740 -0.218
C -0.017 -0.190 3.585
C -0.713 3.516 -3.289
H 1.146 1.604 3.852
O -2.186 1.957 1.550
C -1.921 2.807 -3.066
O 0.696 7.194 0.335
H 4.236 -2.326 -1.789
C 0.357 -2.738 -2.183
O -0.422 8.709 1.382
H -0.673 4.238 -4.093
H 2.800 -3.314 -5.558
C 3.749 -3.448 -5.039
C 2.289 -1.705 -1.178
C -2.472 0.204 4.147
H 1.303 3.807 -2.693
C 3.565 -4.206 -3.716
H -3.460 -2.598 3.302
H -3.876 6.210 3.468
H 3.035 -0.998 2.490
C 0.969 -1.072 3.097
H 1.175 2.253 -0.811
H 1.254 -4.233 2.039
H -3.424 -2.546 1.559
C -4.272 1.329 -2.722
C 1.248 -3.502 -2.935
C -0.853 1.641 -1.158
*
```

## Properties
Kohn-Sham gap (eV): 7.74
E_tot (a.u.): -2385.80563
Strongest force on any atom (Eh/bohr): 0.0184

=====

The following is a DFT calculation (the ωB97M-V functional and the def2-TZVPD basis) of C39H40BaN3O2Se2 as an isolated structure in a non-equilibrium geometry.

ORCA input file:
```
! RIJCOSX wB97M-V def2-TZVPD def2/J DEFGRID3
* xyz -1 1
C 5.651 1.297 -0.151
N -0.518 -2.480 0.749
H 1.391 4.271 -2.439
C -1.617 -0.527 -6.304
C 1.325 -5.633 1.414
H -0.433 -0.494 3.550
C -0.729 0.319 4.202
H 0.677 3.315 0.098
C 3.621 2.025 1.138
H 0.802 1.944 2.588
H -0.791 -0.151 -6.911
C -5.782 2.570 0.969
N 2.107 -1.782 -0.024
C -1.728 -2.792 1.151
H 2.211 2.983 -3.335
C 1.601 3.199 -2.458
C -3.414 2.408 0.577
O -2.121 -1.565 -2.715
H 3.356 -6.052 0.996
C -4.352 1.538 2.604
C 4.356 -2.406 -0.487
H 3.450 -0.469 -0.851
H -3.037 -4.244 2.061
H 6.300 1.734 0.610
C -0.850 0.848 -4.363
H -1.072 1.530 -5.182
C -1.513 1.333 3.655
H 4.131 1.730 2.050
C 4.263 1.876 -0.087
H -2.551 2.555 -0.061
H -3.245 -0.709 -4.189
Se 1.319 -1.666 -3.300
H 4.074 2.129 -2.208
H 5.639 0.218 0.026
Ba 0.008 -0.172 -0.707
H 0.287 -0.434 5.930
C 2.331 2.535 1.225
C -2.324 -1.297 -4.097
C 3.300 -1.477 -0.482
H 1.206 3.653 2.682
C 0.259 -4.667 1.363
H 6.109 1.467 -1.126
C -3.238 1.769 1.802
H -2.495 -2.264 -4.580
H -3.239 0.414 -5.749
C 1.687 2.916 0.047
H -6.768 2.877 0.642
C 0.485 -3.382 0.853
H 0.220 0.899 -4.156
C 4.124 -3.661 -0.004
C 1.843 -3.032 0.414
C -1.037 -4.974 1.813
H -2.485 3.199 4.060
C -1.873 2.403 4.468
C 1.629 2.656 2.545
C 2.845 -4.006 0.465
H 1.102 -6.619 1.805
H -2.218 -0.657 -2.352
C 2.299 2.776 -1.198
H 0.635 2.702 -2.583
C -1.855 1.269 2.176
C -1.443 2.470 5.788
H -1.718 3.321 6.400
H 0.729 -1.125 -5.673
O -2.718 0.346 -6.555
C -0.668 1.452 6.323
H -1.859 -1.538 -6.660
H -6.479 1.728 2.817
H 4.913 -4.404 0.011
C 0.098 -1.496 -4.863
H 2.304 2.452 3.377
Se -1.834 1.601 -2.796
H 5.320 -2.114 -0.879
C 3.590 2.247 -1.244
H -0.213 -2.508 -5.133
C 2.556 -5.321 0.975
H -2.495 -2.032 1.047
H -1.234 -5.956 2.226
C -5.619 1.929 2.189
H -4.225 1.039 3.558
N -1.049 0.836 1.326
H -4.788 3.292 -0.799
H -0.338 1.500 7.353
C -1.168 -0.601 -4.831
C -0.316 0.369 5.524
C -2.030 -4.040 1.724
C -4.675 2.809 0.164
*
```

## Properties
Kohn-Sham gap (eV): 5.53
E_tot (a.u.): -6653.39698
Strongest force on any atom (Eh/bohr): 0.0227

=====

Q: What is the Kohn-Sham gap in the third record?
A: 5.53 eV